The following is a DFT calculation (ωB97M-V/def2-TZVPD) of a 2-piece molecular cluster, C4H12N2O overall at a distorted geometry.

Calculated values
HOMO	-9.71	eV
max |F|	0.0675	Eh/bohr
gap between HOMO and LUMO	10.376	eV
electronic energy	-9369.00565	eV
ΔE to the lowest compared entry with this formula, charge and spin	50.5	kcal per mole
structure (SMILES)	[H]/N=C(/C)CN.CO

Last column: natural (NBO) charge in e.
Element x y z (Å)
H (0.1186, 0.3259, 1.9538)  0.335
N (-0.7025, -0.2201, 1.6636)  -0.636
C (-0.5054, -0.7039, 0.4834)  0.316
C (-1.5730, -1.5377, -0.1683)  -0.693
C (1.0184, -0.9609, -0.0438)  -0.297
N (1.8923, 0.0342, 0.5859)  -0.864
H (-1.2427, -1.9014, -1.1438)  0.211
H (-1.8221, -2.3921, 0.4649)  0.242
H (-2.4662, -0.9196, -0.2979)  0.241
H (1.2996, -1.9777, 0.2460)  0.197
H (1.0582, -0.8837, -1.1334)  0.204
H (2.1253, -0.2768, 1.5304)  0.367
H (2.7806, 0.0744, 0.0823)  0.379
C (-0.6298, 1.8859, -0.9292)  -0.227
O (0.4476, 2.5190, -0.2784)  -0.754
H (-0.8246, 2.3718, -1.8903)  0.175
H (-1.5289, 1.9583, -0.3127)  0.166
H (-0.3549, 0.7649, -1.0674)  0.147
H (0.9095, 1.8397, 0.2550)  0.491

Cartesian forces (eV/Å) of the 6 atoms listed first:
-0.107 -0.405 0.116
0.048 0.434 -2.046
2.011 -1.775 2.206
-0.009 0.424 -0.298
-1.713 1.101 0.605
0.506 -0.341 -0.121


The following is a DFT calculation (ωB97M-V/def2-TZVPD) of one molecule with the formula C4H12N2O.

Calculated values
HOMO	-8.20	eV
max |F|	0.0171	Eh/bohr
gap between HOMO and LUMO	9.266	eV
electronic energy	-9369.70493	eV
ΔE to the lowest compared entry with this formula, charge and spin	34.3	kcal per mole
structure (SMILES)	NCCCNCO

Last column: natural (NBO) charge in e.
Element x y z (Å)
N (-0.0577, 0.3268, -2.0885)  -0.852
C (-0.6608, 1.4445, -1.3424)  -0.211
C (-0.4511, 1.3355, 0.1695)  -0.424
C (-0.9375, 0.0173, 0.7751)  -0.215
N (-0.1069, -1.1503, 0.5136)  -0.683
C (0.8926, -1.4486, 1.5046)  0.113
O (2.0644, -1.9577, 0.8701)  -0.727
H (-0.3159, 0.3566, -3.0714)  0.361
H (0.9588, 0.4500, -2.0857)  0.353
H (-0.2231, 2.3942, -1.6813)  0.167
H (-1.7263, 1.4852, -1.5581)  0.186
H (0.5902, 1.5221, 0.4323)  0.197
H (-1.0907, 2.1227, 0.5895)  0.208
H (-1.9538, -0.1780, 0.4014)  0.188
H (-1.0374, 0.1109, 1.8639)  0.191
H (0.2615, -1.1744, -0.4227)  0.401
H (0.5605, -2.1998, 2.2279)  0.141
H (1.2190, -0.5403, 2.0229)  0.137
H (2.0141, -2.9169, 0.8794)  0.469

Cartesian forces (eV/Å) of the 6 atoms listed first:
0.422 0.047 -0.085
0.617 0.068 -0.187
-0.660 -0.054 -0.151
-0.097 -0.318 -0.184
-0.491 -0.207 0.334
0.734 0.003 -0.485


Which formula does entry 2 have?
C4H12N2O


max |F| of number 1 (C4H12N2O)?
0.0675 Eh/bohr